Record 1
89
Properties=species:S:1:pos:R:3:forces:R:3:mulliken_charge:R:1 method="wB97M-V/def2-TZVPD" s2=6.043 max_force_ev_per_a=0.8 gap_ev="7.05 / 5.70" spin_multiplicity=5 total_charge=+1 homo_energy_ev="-9.7 / -10.6"
Rh 0.7581 -0.5261 0.1429 -0.2153 0.1011 0.1300 -0.12
F 2.3988 0.3563 6.8533 0.0038 -0.0007 -0.3269 -0.32
C 2.4856 0.3293 5.5226 -0.0134 -0.0042 0.2288 0.67
C 1.4655 -0.2288 4.7692 -0.0225 0.0048 0.0900 -0.01
F 0.3987 -0.7522 5.3770 0.0867 0.0538 -0.1063 -0.38
C 1.5692 -0.2425 3.3919 -0.1572 -0.2216 0.1044 -0.71
F 0.5563 -0.8407 2.7088 0.2388 0.2243 0.2224 -0.07
C 2.6629 0.2781 2.7136 0.0034 0.1259 -0.0863 0.89
S 2.8005 0.3288 0.9657 -0.0289 -0.3393 -0.0883 -0.55
C 3.6813 0.8121 3.5031 0.1566 0.1570 0.0226 0.12
F 4.7667 1.3409 2.9284 -0.2387 -0.1052 0.0467 -0.34
C 3.6010 0.8501 4.8846 0.0228 0.0143 0.0428 0.41
F 4.5830 1.3885 5.6043 -0.1288 -0.0724 -0.1082 -0.30
C 1.9763 -3.3214 1.1743 -0.0993 0.0954 -0.0812 -0.41
C 0.6459 -3.9330 1.5839 0.0111 -0.0093 0.0741 0.48
C 0.7950 -5.4501 1.6944 -0.0093 -0.0042 -0.0290 -1.61
C -0.4494 -3.5759 0.5763 0.0149 0.0831 -0.0340 -0.62
C -1.7949 -4.2286 0.8949 -0.1423 -0.0705 0.0083 -0.69
O -2.7344 -3.1402 0.8959 0.1785 -0.1013 -0.0648 -0.47
C -2.0523 -2.0053 0.7086 -0.2573 0.3288 0.0594 0.03
N -0.7870 -2.1180 0.5271 0.0315 -0.3706 -0.0330 1.77
C -2.9561 -0.8095 0.7416 0.2344 -0.1516 -0.0230 -0.38
C -4.3153 -1.1064 0.8824 -0.0895 0.0512 -0.0071 -0.82
C -5.2755 -0.1110 0.9247 0.0694 -0.0256 -0.0105 -0.74
C -4.8941 1.2148 0.8253 -0.0045 0.0001 -0.0008 -0.84
C -3.5535 1.5240 0.6817 -0.0175 0.0744 -0.0055 -0.53
C -2.5703 0.5378 0.6401 0.0009 -0.0580 0.0285 0.04
P -0.8672 1.1596 0.4705 -0.0057 0.1570 0.0482 2.87
C -1.0229 2.4339 -0.8025 -0.0260 0.0160 -0.0538 -0.05
C -1.0291 3.7979 -0.5367 0.0325 0.0824 0.0192 0.10
C -1.1580 4.7055 -1.5810 0.0100 -0.0474 -0.0181 -0.79
C -1.2930 4.2537 -2.8853 0.0077 -0.0339 0.0258 -0.74
C -1.2965 2.8893 -3.1534 0.0176 0.0539 0.0642 -0.69
C -1.1520 1.9846 -2.1169 -0.0301 -0.0449 -0.0020 -0.42
C -0.5093 2.0081 2.0339 -0.0069 0.0384 -0.0651 0.32
C -1.2927 1.8479 3.1719 -0.0217 -0.0845 0.0746 -0.70
C -0.9043 2.4263 4.3738 0.0129 -0.0001 -0.0427 -0.93
C 0.2601 3.1763 4.4426 0.0007 -0.0078 -0.0446 -0.67
C 1.0459 3.3434 3.3076 -0.0505 -0.0193 0.0489 -0.95
C 0.6688 2.7543 2.1128 -0.0032 0.0600 0.0245 -0.24
H 2.6853 -3.2588 1.9991 -0.0091 -0.0615 0.0118 0.45
H 1.8214 -2.2982 0.8146 0.3179 -0.0820 0.0549 -0.53
H 2.4388 -3.8830 0.3603 -0.0052 -0.0223 -0.0083 0.39
H 0.3386 -3.5291 2.5555 -0.0046 0.0092 -0.0311 0.22
H 1.0620 -5.8773 0.7248 -0.0001 -0.0108 -0.0200 0.36
H -0.1060 -5.9492 2.0466 -0.0487 -0.0047 0.0204 0.42
H 1.5928 -5.7009 2.3915 0.0417 0.0197 0.0181 0.44
H -0.1005 -3.8792 -0.4173 -0.0108 0.0537 -0.0156 0.33
H -1.8256 -4.6838 1.8838 0.0224 0.0183 0.0043 0.33
H -2.1276 -4.9518 0.1527 0.0387 -0.0097 0.0362 0.28
H -4.6243 -2.1360 0.9568 -0.0205 0.0158 0.0030 0.53
H -6.3171 -0.3777 1.0315 -0.0299 -0.0096 0.0080 0.43
H -5.6301 2.0060 0.8559 -0.0189 0.0180 -0.0007 0.47
H -3.2621 2.5642 0.5966 0.0082 -0.0269 0.0025 0.48
H -0.9285 4.1580 0.4798 -0.0137 -0.0012 -0.0174 0.46
H -1.1568 5.7662 -1.3724 -0.0011 0.0309 0.0103 0.47
H -1.3942 4.9645 -3.6936 -0.0072 0.0165 -0.0267 0.44
H -1.4041 2.5329 -4.1687 -0.0050 -0.0119 -0.0322 0.45
H -1.1422 0.9200 -2.3316 -0.0137 0.0466 0.0459 0.28
H -2.1983 1.2557 3.1366 -0.0124 0.0174 -0.0161 0.37
H -1.5140 2.2871 5.2557 -0.0196 0.0006 0.0210 0.45
H 0.5557 3.6307 5.3785 0.0189 0.0048 0.0227 0.45
H 1.9588 3.9216 3.3579 0.0148 0.0227 -0.0080 0.52
H 1.3059 2.8623 1.2436 -0.0102 0.0120 -0.0319 0.41
C -1.9997 -1.5307 -5.6004 0.0253 0.0178 0.0131 -0.54
C -1.9326 -2.6129 -4.7342 0.0518 0.0418 0.0543 -0.81
C -1.0333 -2.5910 -3.6803 -0.1132 -0.0535 -0.0601 -0.55
C -0.1939 -1.4948 -3.4829 0.1452 -0.0205 0.2373 0.82
C -0.2728 -0.4083 -4.3548 0.0087 0.1248 -0.1419 0.07
C -1.1685 -0.4320 -5.4094 0.0017 -0.0485 0.0319 -0.98
C 0.7527 -1.5466 -2.3581 -0.2647 -0.2310 0.0322 -0.61
C 1.5583 -0.5689 -1.9088 0.5633 0.4950 -0.3475 -0.50
C 2.3084 0.4732 -2.5482 -0.3023 -0.3094 0.2319 1.03
C 3.1075 0.1318 -3.6542 0.1058 -0.0142 -0.1849 -0.31
C 3.8839 1.0857 -4.2827 -0.0805 -0.0310 0.0858 -0.82
C 3.8666 2.4007 -3.8294 0.0135 0.0434 -0.0051 -0.50
C 3.0771 2.7544 -2.7409 -0.0499 -0.0913 0.0170 -1.41
C 2.3161 1.7987 -2.0931 0.0426 0.2101 0.0683 0.38
H -2.6956 -1.5430 -6.4274 -0.0251 0.0001 -0.0246 0.40
H -2.5755 -3.4691 -4.8821 -0.0121 -0.0245 -0.0055 0.44
H -0.9697 -3.4351 -3.0034 0.0005 -0.0224 0.0051 0.38
H 0.3710 0.4515 -4.2128 -0.0229 -0.0565 -0.0057 0.58
H -1.2176 0.4058 -6.0911 -0.0035 0.0271 -0.0295 0.46
H 0.7332 -2.4872 -1.8091 0.0419 -0.0497 -0.0894 0.33
H 3.1070 -0.8923 -4.0040 0.0125 -0.0195 -0.0080 0.49
H 4.5003 0.8095 -5.1262 0.0184 -0.0117 -0.0281 0.43
H 4.4706 3.1497 -4.3224 0.0158 0.0149 -0.0147 0.44
H 3.0604 3.7776 -2.3928 0.0066 0.0393 0.0086 0.48
H 1.7069 2.0772 -1.2430 0.0229 -0.0255 -0.0233 0.79



Record 2
104
Properties=species:S:1:pos:R:3:forces:R:3:mulliken_charge:R:1 method="wB97M-V/def2-TZVPD" e_above_lowest_kj_mol=0.0 max_force_ev_per_a=3.9 gap_ev=7.26 total_charge=-1 homo_energy_ev=-5.4
C 3.6277 8.2498 -2.0374 0.8043 0.8681 0.2356 -0.71
O 2.5728 8.1237 -1.1012 -0.6848 -0.6678 -1.5907 -0.35
B 1.2901 8.0732 -1.6370 0.2292 0.4889 1.1339 0.82
O 0.8727 8.8320 -2.7406 0.5993 -0.8249 0.3535 -0.62
P -0.0908 6.9174 -0.8334 -2.7299 0.8475 -1.9989 0.15
S -0.2425 8.0851 1.0677 2.1128 0.3691 3.2979 1.08
O 0.8720 9.0105 1.2865 -1.1919 -0.0950 -0.8970 -0.63
O -0.4438 7.2218 2.2315 -0.7806 0.5744 -1.1997 -0.64
F -1.5839 9.0425 0.9613 0.4491 -0.4693 0.0447 -0.31
O -0.4114 6.0081 -2.2937 0.5988 -0.7178 0.7292 -0.62
C -0.3118 4.6639 -1.8720 0.8249 -0.5243 -0.9314 -1.22
C 1.0377 4.6296 -1.0762 -0.7096 0.4520 -0.2206 1.10
Cl 1.2026 3.0932 -0.1603 -0.0496 0.2753 0.1034 -0.18
P 2.3084 4.5738 -2.4838 -0.0341 -1.1497 -0.3893 0.21
S 2.4056 2.8427 -3.4119 0.1647 0.2842 0.0755 -0.44
O 1.1444 5.7712 -0.3078 0.4264 -1.2019 -0.4937 -0.21
H 4.1394 7.3012 -2.2358 -0.2857 -0.0723 0.1731 0.21
H 3.3310 8.6860 -2.9991 -0.1333 -0.0547 0.1589 0.29
H 4.3738 8.9294 -1.6063 -0.0706 -0.1243 -0.1040 0.25
H 1.2524 8.4498 -3.5374 -0.0984 0.2733 -0.3059 0.29
H -1.1078 7.8568 -1.2819 0.0856 0.0002 0.2780 0.04
H -1.0892 6.1081 -0.2012 0.3582 0.2772 0.3848 -0.02
H -0.2098 3.9852 -2.7306 0.0373 0.2845 -0.0732 0.37
H -1.1827 4.2554 -1.3488 0.1509 0.4677 0.4877 0.11
H 3.5679 5.0084 -2.0050 -0.4127 0.2303 0.1032 0.03
H 1.8458 5.5417 -3.4104 0.2616 0.2429 0.6221 0.03
C 4.3893 3.2697 3.3467 -0.1830 -0.0019 0.0729 -0.70
C 5.0408 1.8962 3.2767 0.2407 -0.0221 0.0972 -0.38
C 4.3687 1.2915 2.0559 -0.2341 0.0084 -0.1038 -0.32
O 4.0661 2.3756 1.1793 0.2018 -0.0008 0.2274 -0.37
C 4.2424 3.6168 1.8730 0.0370 0.0535 -0.1833 -0.15
H 4.9689 4.0069 3.9014 0.0078 -0.0024 -0.0280 0.37
H 3.4036 3.1908 3.8122 0.0093 0.0372 -0.0177 0.28
H 6.1149 2.0013 3.0987 -0.0108 -0.0222 0.0184 0.26
H 4.9017 1.2972 4.1779 -0.0073 -0.0028 -0.0092 0.23
H 3.4275 0.7971 2.3247 0.0456 -0.0887 0.0448 0.20
H 5.0041 0.5699 1.5390 -0.0454 0.0135 -0.0705 0.29
H 5.1479 4.0985 1.4857 -0.0039 0.0539 0.0570 0.21
H 3.3908 4.2684 1.6739 -0.0199 -0.0638 -0.0786 0.09
C 2.3868 -2.5896 5.5639 0.0233 -0.1549 0.1334 -0.60
C 3.4923 -1.5440 5.5155 -0.0516 0.2001 -0.0269 -0.46
C 4.4640 -2.1632 4.5239 0.0935 -0.1608 -0.0566 -0.44
O 3.6805 -2.9345 3.6097 -0.0296 0.0358 0.2144 -0.41
C 2.3455 -3.0627 4.1199 -0.0324 0.1891 -0.2111 0.12
H 1.4293 -2.2014 5.9086 -0.0001 0.0055 -0.0394 0.35
H 2.6791 -3.4129 6.2225 -0.0143 0.0144 -0.0056 0.33
H 3.0979 -0.6052 5.1178 0.0217 -0.0078 0.0110 0.18
H 3.9483 -1.3384 6.4837 0.0082 -0.0167 -0.0115 0.39
H 5.1681 -2.8377 5.0252 0.0402 0.0685 0.0481 0.30
H 5.0352 -1.4153 3.9709 -0.0121 -0.0444 -0.0639 0.18
H 1.6875 -2.4322 3.5155 -0.0889 -0.0720 0.0371 0.23
H 2.0169 -4.0961 4.0237 0.0714 -0.0032 -0.0849 -0.18
C -3.7306 1.1240 -4.5756 0.0682 -0.0946 -0.1775 -0.55
C -3.1618 0.7644 -3.2114 -0.1005 0.0501 0.1863 -0.26
C -2.1037 1.8393 -3.0230 0.2223 -0.0258 -0.1407 -0.35
O -2.5722 3.0003 -3.7198 -0.1286 -0.1492 -0.0477 -0.30
C -3.6856 2.6446 -4.5402 -0.0182 0.1368 0.1694 -0.57
H -4.7332 0.7330 -4.7514 -0.0035 0.0167 0.0237 0.25
H -3.0736 0.7473 -5.3648 -0.0230 0.0180 -0.0031 0.28
H -3.9370 0.8617 -2.4481 0.0110 -0.0652 -0.0065 0.20
H -2.7574 -0.2447 -3.1553 -0.0172 0.0052 0.0047 0.28
H -1.1476 1.5397 -3.4659 0.0289 -0.0234 0.0871 0.23
H -1.9353 2.0862 -1.9742 0.0112 0.0681 -0.0287 0.25
H -4.5927 3.0576 -4.0839 -0.0605 -0.0294 -0.0715 0.29
H -3.5629 3.0886 -5.5296 0.0492 0.0535 0.0310 0.27
C -1.9405 -6.1313 2.4378 0.1166 -0.1119 -0.1228 -0.18
C -1.4457 -6.5419 3.8175 -0.1592 -0.0346 0.1550 -0.62
C -0.3373 -5.5302 4.0622 0.1155 0.1134 -0.1341 -0.46
O -0.7119 -4.3344 3.3712 -0.0636 -0.2832 0.0561 -0.36
C -1.8149 -4.6197 2.4995 -0.1555 0.2583 0.0477 -0.36
H -2.9549 -6.4630 2.2173 -0.0023 0.0229 0.0161 0.41
H -1.2766 -6.5293 1.6674 -0.0472 0.0416 -0.0364 -0.08
H -2.2422 -6.4122 4.5553 0.0296 -0.0117 0.0052 0.27
H -1.0973 -7.5733 3.8715 0.0228 0.0178 -0.0022 0.35
H 0.6154 -5.8798 3.6471 0.0022 -0.0861 0.0616 0.26
H -0.1933 -5.3088 5.1216 0.0232 0.0734 -0.0244 0.32
H -2.7158 -4.1667 2.9298 -0.0252 -0.0285 -0.0209 0.31
H -1.6313 -4.1727 1.5239 0.0917 -0.0005 0.0299 0.17
C 0.1864 -6.0667 -2.5911 0.0935 0.1387 -0.1335 -0.63
C 0.9940 -6.7464 -1.4949 -0.0547 -0.2089 0.0554 -0.64
C 0.7755 -5.8067 -0.3196 0.0808 0.2363 0.0226 -0.23
O -0.5246 -5.2308 -0.4949 0.0642 -0.1413 -0.1587 -0.33
C -1.0010 -5.5247 -1.8117 -0.1306 -0.0640 0.1195 -0.22
H -0.1077 -6.7346 -3.4001 -0.0138 -0.0026 0.0208 0.37
H 0.7609 -5.2427 -3.0206 -0.0290 -0.0099 -0.0041 0.28
H 0.5694 -7.7298 -1.2744 0.0254 0.0097 0.0040 0.26
H 2.0468 -6.8781 -1.7408 -0.0055 0.0311 0.0087 0.38
H 1.5102 -4.9959 -0.3151 0.0475 -0.0513 0.0340 0.27
H 0.8190 -6.3172 0.6444 -0.0540 0.0550 0.0258 0.15
H -1.7971 -6.2742 -1.7283 -0.0190 -0.0019 -0.0802 0.23
H -1.4209 -4.6207 -2.2549 0.0082 0.0314 0.0770 0.08
C -6.2013 -3.8003 -3.3299 0.0707 -0.0880 -0.1759 -0.58
C -5.6331 -4.1532 -1.9631 -0.1189 -0.0236 0.1557 -0.56
C -4.5776 -3.0744 -1.7777 0.1595 0.0821 -0.0818 -0.04
O -5.0493 -1.9182 -2.4768 -0.1003 -0.1998 -0.0298 -0.32
C -6.1617 -2.2804 -3.2993 -0.0514 0.1485 0.1328 -0.45
H -7.2016 -4.1944 -3.5067 0.0010 0.0188 0.0129 0.36
H -5.5420 -4.1774 -4.1162 -0.0253 0.0116 -0.0017 0.27
H -6.4094 -4.0542 -1.1999 0.0260 -0.0120 0.0019 0.27
H -5.2238 -5.1613 -1.9028 0.0200 0.0150 -0.0100 0.32
H -3.6204 -3.3742 -2.2187 0.0047 -0.0541 0.0603 -0.07
H -4.4110 -2.8209 -0.7303 0.0196 0.0744 -0.0277 0.29
H -7.0703 -1.8683 -2.8464 -0.0485 -0.0279 -0.0679 0.29
H -6.0383 -1.8402 -4.2899 0.0533 0.0522 0.0346 0.25



Record 3
74
Properties=species:S:1:pos:R:3:forces:R:3:mulliken_charge:R:1 method="wB97M-V/def2-TZVPD" max_force_ev_per_a=2.8 gap_ev=2.47 total_charge=+1 homo_energy_ev=-8.0
F -0.9468 3.1789 1.9753 -0.2155 0.0285 0.1658 -0.35
C -0.3537 3.0043 0.7389 -0.4963 0.2874 0.3135 1.06
F 0.7544 3.7531 0.8323 0.5192 -0.1306 -0.4556 -0.34
C -1.2971 3.5814 -0.2919 -0.6002 0.1085 -0.0187 -0.74
C -2.7929 3.4025 -0.0118 -0.3078 -0.1553 -0.5931 -0.90
C -3.4245 2.3343 -0.9269 -0.7353 0.1131 0.4734 0.23
C -4.7279 1.7691 -0.3259 -0.2809 -0.3541 0.2445 -1.43
C -4.5164 0.3137 0.0676 0.9685 0.4345 -0.5176 0.72
C -4.6391 -0.8234 -0.9389 0.2268 0.2220 0.8811 -0.43
C -4.1842 -1.9640 0.0201 -1.8866 0.6205 -0.5906 -0.60
C -5.0135 -1.5439 1.2071 0.6925 -0.8142 -0.0752 -0.21
N -5.2366 -0.2872 1.2187 -0.2584 -0.4220 -0.0668 -0.10
C -0.0889 1.5019 0.6037 -0.0823 -0.2504 0.0983 0.25
F -1.2977 0.8993 0.7542 -0.4553 0.2111 -0.1331 -0.22
F 0.6364 1.1084 1.6279 0.5027 0.0617 0.0102 -0.21
S 0.6432 0.8519 -1.0206 1.3823 -2.0208 1.3124 1.49
F 1.0369 2.3340 -1.4919 -0.7083 0.4801 -0.3833 -0.42
F -0.8017 0.9690 -1.7630 0.1189 0.7573 -0.0243 -0.22
F 0.2785 -0.5560 -0.5249 -1.3129 0.5681 -0.5712 -0.23
F 2.0192 0.7494 -0.3479 0.6237 0.4911 0.2416 -0.26
F 1.2347 0.2950 -2.3432 -0.1515 0.0914 -0.5477 -0.31
H -1.0408 4.6590 -0.3489 0.4013 -0.4095 -0.4590 0.37
H -1.1092 3.2090 -1.2895 0.3532 0.0606 -0.1692 0.15
H -3.3025 4.3447 -0.2561 -0.1204 0.1205 0.0386 0.48
H -3.0649 3.1802 1.0138 0.4433 -0.0214 0.3037 0.58
H -3.6564 2.7836 -1.8847 0.1834 -0.0486 -0.2921 0.63
H -2.7586 1.4992 -1.0786 0.3096 0.0779 -0.2011 -0.51
H -5.5330 1.8849 -1.0405 -0.3334 -0.1154 -0.0125 0.34
H -5.0018 2.3031 0.5821 -0.1275 0.3252 0.0267 0.49
H -3.4791 0.2109 0.3922 0.2171 0.5231 0.1605 -0.04
H -5.6971 -0.9704 -1.1407 -0.1034 0.0010 -0.5131 0.42
H -4.0562 -0.6478 -1.8312 0.1543 -0.2576 -0.2032 0.06
H -3.1182 -1.9049 0.2231 0.2437 -0.2718 0.1213 0.33
H -4.5362 -2.9245 -0.3292 0.4985 -0.4722 0.1028 0.40
H -5.3784 -2.2389 1.9443 -0.2218 0.1301 0.3785 0.49
H -5.8088 0.1660 1.9177 0.0647 0.2393 0.0671 0.28
C 0.6772 -0.9451 4.0798 -0.2576 0.0927 0.0165 -0.20
C -0.0413 -1.5104 5.2107 -0.2247 -0.0540 0.0014 0.34
N -0.5755 -1.9515 6.1300 0.2338 -0.0477 0.0838 -0.49
H 0.1746 -0.0509 3.7205 -0.0380 0.0520 0.1154 -0.06
H 1.6669 -0.6726 4.4355 0.4362 0.1651 -0.5280 0.18
H 0.7547 -1.6682 3.2705 0.2344 0.0300 -0.0176 0.25
C 6.1462 0.1634 0.6472 -0.1942 0.4817 0.1308 -0.19
C 6.3976 -1.3030 0.8443 -0.0628 -0.1526 -0.5841 0.33
O 7.7495 -1.4400 0.3701 -0.3904 0.0066 0.4687 -0.32
C 8.3606 -0.2510 0.5839 0.3583 0.1890 -0.0496 0.62
O 9.5368 -0.0804 0.5570 -0.0406 -0.0238 -0.0810 -0.53
O 7.4583 0.7233 0.8398 -0.2377 -0.2073 -0.0638 -0.33
F 5.5756 -2.0520 0.0752 0.2654 -0.0890 0.0345 -0.20
H 5.8032 0.3881 -0.3667 0.0630 -0.2265 0.0113 0.18
H 5.4372 0.5544 1.3681 0.1259 0.0892 0.2639 0.22
H 6.3280 -1.6259 1.8790 -0.0496 -0.0978 0.1133 0.20
O 2.6976 -2.9139 3.7753 -0.3706 -0.2488 0.2028 -0.33
H 2.8033 -3.1747 4.6894 0.2237 -0.7032 -0.3291 0.10
H 3.3138 -3.4823 3.2959 0.0797 0.2844 -0.2048 0.27
F 1.9171 -1.8694 -0.0221 0.1248 -0.3199 0.4573 -0.92
Na 2.8451 -2.0910 6.4653 0.3687 0.7737 -0.4100 0.84
N 2.3891 -4.5690 -1.0889 0.7562 1.2058 -1.9408 1.11
O 1.9571 -5.2283 0.0733 -1.2168 -1.5617 -0.1936 -0.29
O 1.9928 -4.9433 -2.1788 -0.4257 -0.3290 0.6509 -0.60
O 3.1134 -3.6734 -0.8611 0.4935 -0.5731 0.7214 -0.35
Al -1.6325 6.0255 0.9710 -0.1136 0.4337 0.6185 0.75
F 4.5034 -0.4508 3.9824 -0.4692 -0.2975 0.7545 -0.86
C -0.0202 -0.1474 -5.0452 0.3552 -0.1521 0.0550 -0.50
C -0.4619 1.2962 -5.0849 -0.0345 -0.1252 -0.4538 0.56
O -1.8753 1.1849 -4.9151 0.1770 0.0466 0.4804 -0.34
C -2.0875 0.0555 -4.1936 0.0665 -0.3350 -0.0801 0.73
O -3.1108 -0.2154 -3.6438 -0.2100 0.2431 0.0484 -0.63
O -0.9992 -0.7219 -4.1663 0.0130 0.1349 -0.1538 -0.29
F -0.2042 1.8749 -6.2765 -0.0966 0.0657 0.0373 -0.30
H -0.0849 -0.6230 -6.0237 -0.1043 0.1399 -0.0718 0.36
H 0.9837 -0.2772 -4.6531 -0.1243 -0.1232 0.1934 0.25
H -0.0496 1.9172 -4.2877 0.0080 0.0664 -0.0699 0.07
Br 0.8194 -6.6772 -0.3892 0.7717 0.9577 0.6598 0.08